Arrangement a

C7H8N | ωB97M-V with the def2-TZVPD basis set

```
16
Properties=species:S:1:pos:R:3:lowdin_charge:R:1
C -2.3785 -0.0820 0.3040 0.193
C -0.3842 -0.6071 -0.1230 -0.109
C -0.6349 0.7625 -0.1870 -0.177
C -1.6915 -1.3764 -0.0502 0.034
C 1.0174 -0.9220 0.0451 -0.033
C 0.5287 1.6173 0.1666 -0.047
C 1.6130 0.5504 -0.0641 -0.082
N -2.0032 1.0007 -0.1649 0.228
H -1.7929 -2.2241 0.7585 0.196
H -2.1279 -1.6838 -0.9132 0.107
H 1.1822 -1.3653 0.9260 0.106
H 1.2578 -1.4912 -0.7364 0.099
H 0.5233 2.5476 -0.5642 0.186
H 0.4901 1.9545 1.1414 0.107
H 2.4293 0.7737 0.4937 0.092
H 1.9712 0.5452 -1.0323 0.101
```

## Properties
LUMO energy (alpha / beta) ... -6.77 / -6.77 eV
Charge ... +1
2S+1 ... 1
Gap between HOMO and LUMO (alpha / beta) ... 7.809 / 7.814 eV



Arrangement b

C7H8N | ωB97M-V with the def2-TZVPD basis set

```
16
Properties=species:S:1:pos:R:3:lowdin_charge:R:1
C 0.6668 1.8739 2.2794 0.155
C 0.3207 0.9464 1.5799 -0.180
C -1.4681 -0.6762 1.5618 -0.005
C -0.8326 -1.1464 2.5392 0.349
C -0.1969 -0.0916 0.7842 -0.151
C 0.0338 -0.3157 -0.5929 -0.260
C 0.8612 0.5887 -1.3959 0.001
N -0.7186 -1.1614 -1.3234 0.215
H 1.0625 2.7705 2.8496 0.086
H -2.4193 -0.5043 1.2993 0.098
H 1.4515 0.0678 -2.2012 0.130
H 1.6517 1.0386 -0.8203 0.094
H 0.2607 1.3689 -1.8280 0.114
H -0.2761 -1.4442 3.4200 0.134
H -0.5215 -0.8867 -2.2624 0.116
H -1.1459 -1.9953 -1.1206 0.104
```

## Properties
LUMO energy (alpha / beta) ... -5.78 / -5.78 eV
Charge ... +1
2S+1 ... 1
Gap between HOMO and LUMO (alpha / beta) ... 6.713 / 6.716 eV



Arrangement c

C7H8N | ωB97M-V with the def2-TZVPD basis set

```
16
Properties=species:S:1:pos:R:3:lowdin_charge:R:1
C 1.4698 1.6905 -0.2348 0.055
C 0.3151 -0.6206 -0.6641 -0.018
C 2.5741 -0.3834 0.9288 0.100
C -0.6398 0.7360 -0.2990 -0.299
C 1.6385 -0.4914 -0.2024 -0.030
C 0.2547 1.8474 -0.4427 0.086
C -1.2090 0.7432 1.1473 -0.024
N 2.2821 0.6727 -0.0012 0.100
H -0.3225 -1.4202 -0.2734 0.133
H 0.3193 -0.6686 -1.8713 0.211
H 2.2370 -0.3416 1.8629 0.088
H 3.6253 -0.7962 0.8021 0.168
H -1.3949 0.6160 -1.0402 0.130
H -0.3619 1.0396 1.7812 0.093
H -1.8312 -0.1418 1.2945 0.092
H -2.0237 1.5146 1.0915 0.115
```

## Properties
LUMO energy (alpha / beta) ... -6.15 / -6.15 eV
Charge ... +1
2S+1 ... 1
Gap between HOMO and LUMO (alpha / beta) ... 8.427 / 8.425 eV
SMILES ... C[C@H]1C#C[N+]2=C(C1)C2



What should be chosen as the most stable of them? Choose arrangement a.



Arrangement a

C26H78O13 | ωB97M-V with the def2-TZVPD basis set

```
117
Properties=species:S:1:pos:R:3:lowdin_charge:R:1
C 1.3303 -2.9219 -3.3328 -0.080
C 1.9501 -4.3085 -3.5378 -0.295
O 3.2598 -4.2170 -4.0480 -0.068
H 0.4976 -2.7557 -2.6494 0.065
H 0.7943 -2.6829 -4.2513 0.048
H 1.9308 -2.0175 -3.2343 0.047
H 1.3673 -4.9478 -4.2010 0.115
H 1.9922 -4.8901 -2.6169 0.108
H 3.8077 -3.9229 -3.3167 0.035
C -3.0117 -2.4184 4.8284 -0.078
C -3.2716 -0.9725 4.4302 -0.356
O -3.4173 -0.2329 5.5950 -0.066
H -2.0505 -2.5519 5.3249 0.066
H -2.9973 -3.0576 3.9456 0.074
H -3.7655 -2.8685 5.4745 0.085
H -4.2658 -0.9208 3.9864 0.105
H -2.5850 -0.5929 3.6736 0.093
H -3.1017 -0.8152 6.2900 0.073
C 3.6309 -2.6590 -0.5603 -0.076
C 4.8622 -3.5437 -0.6182 -0.310
O 5.0427 -4.2779 -1.7924 -0.062
H 2.7254 -3.1789 -0.2474 0.063
H 3.4890 -2.1148 -1.4940 0.041
H 3.7134 -1.8947 0.2125 0.081
H 4.8997 -4.2195 0.2362 0.114
H 5.7279 -2.8945 -0.4873 0.114
H 5.9555 -4.5740 -1.7663 0.104
C 3.7422 2.8253 1.3843 -0.048
C 2.8063 1.7241 1.9334 -0.397
O 1.5763 2.1555 2.1857 -0.052
H 3.2642 3.2718 0.5124 0.053
H 4.6940 2.4024 1.0626 0.078
H 3.9624 3.5713 2.1479 0.076
H 3.2721 1.1562 2.7387 0.110
H 2.6729 0.8683 1.2716 0.090
H 1.5386 2.4380 3.1024 0.100
C -0.6689 0.1028 0.7831 -0.067
C 0.1875 -0.3760 -0.4356 -0.211
O -0.5463 -0.2709 -1.7198 -0.111
H -1.6391 -0.3899 0.8465 0.063
H -0.8949 1.1618 0.6581 0.042
H -0.1712 -0.0497 1.7407 0.059
H 0.5724 -1.3771 -0.2411 0.107
H 0.9594 0.3918 -0.4895 0.077
H -1.0678 0.5171 -1.8891 0.016
C 0.9803 -0.0564 4.9645 -0.052
C 0.9906 -1.1921 6.0752 -0.345
O 2.2126 -1.2716 6.6912 -0.048
H 1.1547 0.8890 5.4781 0.082
H -0.0098 -0.0314 4.5093 0.066
H 1.7463 -0.2729 4.2198 0.049
H 0.7532 -2.2314 5.8479 0.104
H 0.1356 -0.8969 6.6834 0.100
H 2.2076 -2.0897 7.1936 0.094
C -0.4019 4.2005 -0.1959 -0.072
C 0.6910 4.9456 -0.9221 -0.285
O 1.1715 4.2356 -2.0733 -0.089
H -0.4496 4.4863 0.8549 0.086
H -0.1098 3.1540 -0.2830 0.065
H -1.3422 4.4323 -0.6962 0.073
H 1.4717 5.2057 -0.2074 0.115
H 0.2832 5.8622 -1.3483 0.116
H 0.9424 4.7725 -2.8354 0.093
C 1.2026 0.1930 -6.0213 -0.025
C -0.1220 0.1734 -5.3944 -0.175
O -0.9565 1.2050 -5.8903 0.241
H 1.9826 -0.2832 -5.4274 0.106
H 1.5703 1.1417 -6.4122 0.112
H 1.3772 -0.4817 -6.8594 0.107
H -0.0408 0.4408 -4.3408 0.134
H -0.5942 -0.8080 -5.4398 0.192
H -1.3458 1.6340 -5.1248 0.087
C -3.7965 2.5918 -3.7183 -0.042
C -2.6913 2.0588 -2.7916 -0.308
O -1.4942 2.4081 -3.4041 -0.100
H -3.7984 1.9988 -4.6329 0.079
H -3.8090 3.6727 -3.8580 0.092
H -4.6977 2.3208 -3.1682 0.065
H -2.6634 0.9769 -2.6623 0.103
H -2.6977 2.5732 -1.8306 0.119
H -1.2287 3.1662 -2.8783 0.084
C 0.4944 -4.6976 2.2141 -0.086
C 1.5524 -3.7635 2.6645 -0.320
O 0.9549 -2.4968 2.8821 -0.093
H 0.8420 -5.7276 2.2942 0.082
H 0.2342 -4.4083 1.1959 0.073
H -0.4380 -4.7206 2.7782 0.077
H 2.3725 -3.6095 1.9632 0.093
H 1.9157 -4.1442 3.6191 0.114
H 1.4368 -1.9559 3.5121 0.033
C -4.1007 2.1477 3.0712 -0.078
C -3.2267 2.8925 2.1226 -0.344
O -3.2389 4.2817 2.4068 -0.075
H -5.1669 2.3661 3.1307 0.094
H -3.6077 2.2902 4.0328 0.080
H -3.9459 1.0719 2.9889 0.045
H -3.5048 2.6425 1.0987 0.102
H -2.1878 2.5954 2.2659 0.099
H -2.8916 4.3781 3.2965 0.083
C -4.5545 -0.7900 -0.6363 -0.052
C -5.6057 -0.2020 -1.6369 -0.405
O -6.7679 -0.8337 -1.6936 -0.018
H -3.8027 -0.0089 -0.5237 0.042
H -4.0973 -1.6188 -1.1768 0.072
H -4.9376 -1.1026 0.3351 0.077
H -5.0609 -0.1174 -2.5771 0.092
H -5.7819 0.8287 -1.3292 0.102
H -7.4172 -0.3958 -2.2488 0.107
C 3.3421 0.5645 -1.8877 -0.072
C 3.1268 1.5809 -3.0168 -0.281
O 3.6997 2.8078 -2.5259 -0.087
H 2.7430 -0.3433 -1.9592 0.030
H 3.0721 1.0904 -0.9719 0.052
H 4.3873 0.2568 -1.8580 0.090
H 2.1033 1.7887 -3.3288 0.090
H 3.6618 1.2116 -3.8917 0.103
H 3.0011 3.3462 -2.1469 0.032
```

## Properties
LUMO energy (alpha / beta) ... -2.36 / -9.15 eV
Charge ... +1
2S+1 ... 2
Gap between HOMO and LUMO (alpha / beta) ... 9.537 / 2.740 eV



Arrangement b

C26H78O13 | ωB97M-V with the def2-TZVPD basis set

```
117
Properties=species:S:1:pos:R:3:lowdin_charge:R:1
C -4.0440 0.5516 -4.6630 -0.192
O -4.3905 -0.7209 -5.1115 -0.104
H -4.8868 1.0563 -4.1907 0.077
H -3.2633 0.5851 -3.9031 0.061
H -3.7079 1.2197 -5.4560 0.078
H -4.8623 -0.5934 -5.9378 0.081
C 2.0270 6.8115 -0.3066 -0.183
O 3.2930 6.8960 0.2718 -0.111
H 1.2466 7.0659 0.4106 0.079
H 1.7984 7.4361 -1.1701 0.072
H 1.9804 5.7690 -0.6213 0.062
H 3.9076 6.2699 -0.1178 0.079
C 0.2791 3.5824 3.8138 -0.040
C 1.4148 3.8009 2.7868 -0.459
C 2.5195 4.6683 3.4019 -0.038
O 1.9566 2.5321 2.5385 -0.084
H 0.6166 3.1700 4.7646 0.090
H -0.5371 2.9711 3.4288 0.054
H -0.2015 4.5320 4.0495 0.075
H 1.0805 4.2399 1.8468 0.136
H 3.3809 4.7833 2.7441 0.076
H 2.9546 4.1604 4.2627 0.087
H 2.0960 5.6683 3.4952 0.090
H 2.1821 2.0999 3.3655 0.109
C 0.9779 -3.4741 2.0011 -0.064
C 0.0119 -4.6425 2.1730 -0.490
C 0.2438 -5.7326 1.1310 -0.050
O 0.1873 -5.0698 3.5053 -0.018
H 2.0126 -3.7991 1.8925 0.062
H 0.9998 -2.7821 2.8429 0.083
H 0.7737 -2.9686 1.0572 0.059
H -1.0158 -4.3104 2.0253 0.118
H -0.3305 -6.6434 1.3004 0.086
H 1.2824 -6.0144 1.3042 0.070
H 0.1484 -5.5058 0.0691 0.063
H 1.1094 -5.3336 3.5477 0.086
C 2.2818 -3.8270 -4.5498 -0.043
C 1.8526 -2.5401 -3.9285 -0.530
C 0.7759 -2.5971 -2.8762 -0.030
O 2.9716 -1.8914 -3.4644 -0.049
H 2.5483 -4.5974 -3.8262 0.072
H 3.0431 -3.6666 -5.3133 0.099
H 1.5422 -4.3973 -5.1118 0.097
H 1.4612 -2.0073 -4.7952 0.147
H -0.1685 -2.8453 -3.3606 0.086
H 0.5535 -1.6302 -2.4251 0.068
H 0.8866 -3.3152 -2.0637 0.074
H 2.8913 -0.9359 -3.4180 0.052
C -1.3804 -0.8171 3.2459 -0.052
C -2.8275 -1.3031 3.2427 -0.456
C -3.5931 -0.6591 2.0877 -0.050
O -2.8813 -2.7324 3.1247 -0.056
H -0.8256 -1.1209 2.3581 0.051
H -0.8846 -1.0515 4.1879 0.085
H -1.3129 0.2648 3.1319 0.058
H -3.2815 -1.0239 4.1935 0.136
H -3.7247 0.4086 2.2635 0.068
H -4.5648 -1.1420 1.9841 0.089
H -3.0591 -0.8224 1.1516 0.055
H -2.9340 -2.8454 2.1729 0.010
C -4.2800 4.5406 2.7061 -0.050
C -2.7751 4.4617 2.4569 -0.490
C -2.3594 3.4475 1.4118 -0.048
O -2.3001 5.7689 2.1066 -0.055
H -4.8248 4.8784 1.8245 0.080
H -4.5089 5.3048 3.4489 0.079
H -4.7928 3.6121 2.9569 0.079
H -2.2818 4.2573 3.4071 0.104
H -2.9561 3.4829 0.5003 0.089
H -2.4279 2.4519 1.8501 0.067
H -1.3177 3.6135 1.1371 0.054
H -2.2520 6.2987 2.9057 0.088
C -0.9250 1.2388 -1.5085 -0.025
C 0.2879 1.6100 -0.6333 -0.427
C 1.1110 0.4161 -0.0407 -0.023
O 1.1987 2.4981 -1.2774 -0.088
H -0.7288 0.6975 -2.4341 0.074
H -1.2610 2.2408 -1.7752 0.063
H -1.6829 0.8134 -0.8507 0.074
H 0.0140 2.2400 0.2130 0.109
H 0.4759 -0.3174 0.4559 0.062
H 1.7858 0.8065 0.7211 0.058
H 1.7164 -0.0532 -0.8162 0.050
H 0.8120 3.3713 -1.3757 0.056
C 5.7384 -3.5023 -1.3486 0.016
C 4.3918 -3.5185 -0.6902 -0.379
C 3.9343 -2.0824 -0.2908 0.040
O 3.4630 -4.1420 -1.5080 0.278
H 5.6322 -2.8778 -2.2357 0.110
H 6.2107 -4.4574 -1.5785 0.107
H 6.5300 -3.1895 -0.6677 0.119
H 4.4263 -4.1408 0.2041 0.157
H 4.6174 -1.6831 0.4589 0.119
H 2.9645 -2.0765 0.2068 0.073
H 3.8659 -1.4250 -1.1576 0.087
H 3.3595 -3.5507 -2.2572 0.085
C -3.7316 -4.5967 -1.4923 -0.042
C -2.7920 -3.7400 -0.6395 -0.473
C -2.6394 -2.3425 -1.2699 -0.047
O -3.3732 -3.6183 0.6358 -0.054
H -4.6397 -4.0419 -1.7284 0.093
H -3.9392 -5.5443 -0.9952 0.085
H -3.2742 -4.8020 -2.4602 0.083
H -1.8062 -4.2039 -0.6087 0.114
H -2.5236 -2.3632 -2.3536 0.076
H -1.7863 -1.8639 -0.7890 0.059
H -3.5755 -1.8180 -1.0785 0.088
H -3.9441 -4.3817 0.7490 0.107
O -0.4797 4.8764 -1.9581 -0.028
H -1.2134 5.2490 -1.4692 0.053
H -0.4288 5.4052 -2.7544 0.057
O 2.4947 0.9063 -3.3042 -0.028
H 2.0041 1.2548 -4.0485 0.063
H 2.3059 1.5120 -2.5875 0.012
O 3.6696 2.7229 0.3474 -0.059
H 3.0772 2.7376 1.0991 -0.026
H 3.1229 2.4343 -0.3834 -0.011
```

## Properties
LUMO energy (alpha / beta) ... -2.08 / -8.88 eV
Charge ... +1
2S+1 ... 2
Gap between HOMO and LUMO (alpha / beta) ... 9.372 / 2.568 eV



What should be chosen as the most stable of them? Choose arrangement b.